Entry 1:
{
  "formula": "C49H48N5O",
  "method": "ωB97M-V with the def2-TZVPD basis set",
  "species": ["C", "O", "C", "C", "C", "C", "C", "C", "C", "C", "N", "C", "C", "C", "C", "C", "C", "N", "C", "C", "C", "C", "C", "C", "C", "N", "C", "C", "C", "C", "C", "C", "H", "H", "H", "H", "H", "H", "H", "H", "H", "H", "H", "H", "H", "H", "H", "H", "H", "H", "H", "H", "H", "H", "H", "C", "N", "C", "C", "C", "C", "C", "C", "C", "C", "C", "C", "C", "C", "C", "N", "C", "C", "C", "C", "C", "C", "C", "H", "H", "H", "H", "H", "H", "H", "H", "H", "H", "H", "H", "H", "H", "H", "H", "H", "H", "H", "H", "H", "H", "H", "H", "H"],
  "coordinates": [[0.3519, -3.6412, -0.3328], [-0.2490, -2.4934, 0.3244], [-1.2301, -1.7421, -0.2157], [-1.2086, -1.5555, -1.6709], [-2.1547, -2.2145, -2.4656], [-2.2063, -1.9726, -3.8364], [-1.2415, -1.1522, -4.4342], [-0.2105, -0.6007, -3.6602], [-0.1819, -0.8086, -2.2834], [-2.2950, -1.4579, 0.6362], [-3.5497, -1.0717, 0.2803], [-4.0069, -0.3614, -0.8281], [-5.2828, -0.6952, -1.2752], [-5.7172, -0.1473, -2.4744], [-4.9315, 0.8206, -3.1142], [-3.7080, 1.2387, -2.5703], [-3.2501, 0.6665, -1.3931], [-4.4819, -1.3440, 1.2554], [-3.7830, -1.7611, 2.2861], [-4.3013, -1.8963, 3.6395], [-3.4946, -1.7028, 4.7822], [-4.0528, -1.7729, 6.0555], [-5.4283, -1.9943, 6.2041], [-6.2470, -2.1338, 5.0717], [-5.6898, -2.0774, 3.7991], [-2.4384, -1.8894, 1.9563], [-1.5472, -2.7427, 2.6417], [-0.3694, -2.2011, 3.1076], [0.4548, -2.9955, 3.9034], [0.1309, -4.3427, 4.0924], [-1.0212, -4.8931, 3.5290], [-1.9013, -4.0671, 2.8251], [1.0025, -4.0543, 0.4385], [-0.4101, -4.3818, -0.6209], [0.9277, -3.3210, -1.2116], [-2.8510, -2.8928, -1.9723], [-3.0070, -2.4140, -4.4315], [-1.2823, -0.9550, -5.5062], [0.5712, 0.0051, -4.1253], [0.5853, -0.3643, -1.6491], [-5.8605, -1.4042, -0.6850], [-6.6625, -0.4854, -2.8941], [-5.2808, 1.2616, -4.0496], [-3.1109, 2.0002, -3.0739], [-2.3246, 0.9698, -0.9029], [-2.4361, -1.4881, 4.6593], [-3.4105, -1.6419, 6.9269], [-5.8570, -2.0532, 7.2075], [-7.3200, -2.2813, 5.1958], [-6.3048, -2.1623, 2.9048], [-0.1295, -1.1682, 2.8480], [1.3409, -2.5440, 4.3513], [0.8017, -4.9779, 4.6763], [-1.2559, -5.9564, 3.6291], [-2.8375, -4.4400, 2.4007], [5.9486, -2.2864, -2.8319], [5.4023, -1.3008, -3.7361], [5.4652, -1.7056, -5.1157], [5.1134, -0.5888, -6.0733], [3.8454, 0.1269, -5.6329], [3.8833, 0.5143, -4.1939], [4.7532, -0.1837, -3.3091], [4.8972, 0.3089, -1.9821], [4.0943, 1.3245, -1.5117], [2.9859, 1.7968, -2.2985], [1.9006, 2.5452, -1.7939], [1.7127, 2.9572, -0.4513], [1.0936, 4.2129, -0.1651], [0.9624, 4.6969, 1.1234], [1.4868, 3.9416, 2.2101], [1.4970, 4.4604, 3.4708], [1.8843, 3.6417, 4.5961], [0.7353, 5.6323, 3.8225], [0.6952, 6.6505, 2.7035], [0.3018, 6.0112, 1.3792], [2.0300, 2.6582, 1.9487], [2.1228, 2.1647, 0.6664], [3.0181, 1.4653, -3.6902], [5.8095, -1.9858, -1.7922], [5.4637, -3.2649, -2.9806], [7.0210, -2.4232, -3.0339], [6.4824, -2.0739, -5.3048], [4.7852, -2.5577, -5.2710], [5.9437, 0.1226, -6.1175], [4.9728, -1.0174, -7.0654], [3.6994, 1.0234, -6.2422], [2.9812, -0.5319, -5.8148], [5.6515, -0.1291, -1.3318], [4.2754, 1.7438, -0.5224], [1.2216, 2.9726, -2.5351], [0.7642, 4.8459, -0.9959], [2.8486, 3.1540, 4.4130], [1.9862, 4.2944, 5.4687], [1.1274, 2.8719, 4.8223], [-0.2949, 5.3278, 4.0714], [1.1875, 6.0521, 4.7281], [-0.0360, 7.4140, 2.9729], [1.6727, 7.1326, 2.6055], [0.5494, 6.6983, 0.5658], [-0.7921, 5.8847, 1.3651], [2.3814, 2.0489, 2.7771], [2.5165, 1.1618, 0.5030], [2.3066, 1.9428, -4.3717]],
  "forces_ev_per_angstrom": [[-0.9, 1.0, 0.2], [2.7, -0.8, 0.9], [-2.3, 0.2, 0.5], [0.3, 0.0, -0.4], [0.1, 0.4, -0.1], [0.2, 0.1, -0.1], [0.0, -0.1, 0.2], [-0.1, -0.1, 0.0], [-0.7, -0.1, 0.0], [2.0, -1.7, -1.8], [-1.0, 0.7, 0.1], [-0.3, 0.3, 0.2], [0.3, 0.0, -0.6], [0.2, 0.4, 0.2], [0.1, 0.0, -0.2], [-0.4, -0.1, -0.1], [-0.1, -0.4, 0.0], [0.8, 0.1, 2.0], [-0.3, 0.3, -1.6], [-0.8, 0.1, 0.9], [-0.3, -0.2, -0.5], [-0.4, 0.0, -0.2], [0.2, 0.0, -0.2], [0.3, 0.1, 0.3], [0.4, -0.1, 0.1], [-0.4, 0.5, 0.0], [-0.2, 0.0, -0.2], [0.5, -0.2, 0.7], [-0.2, 0.2, -0.4], [0.2, -0.2, 0.1], [-0.2, 0.1, 0.0], [0.3, -0.3, 0.2], [0.0, 0.0, -0.2], [0.2, 0.2, 0.0], [-0.1, -0.2, 0.1], [0.0, 0.3, -0.2], [0.3, 0.1, 0.1], [0.0, -0.1, 0.3], [-0.3, -0.2, 0.0], [-0.1, 0.0, -0.2], [0.1, 0.1, -0.4], [0.1, 0.3, 0.0], [0.1, -0.2, 0.3], [-0.2, -0.1, 0.1], [-0.1, -0.1, -0.3], [-0.2, -0.1, 0.1], [-0.2, 0.0, -0.2], [0.1, 0.0, -0.4], [0.3, 0.0, -0.1], [0.1, 0.0, 0.2], [-0.1, -0.3, 0.2], [-0.1, -0.3, -0.1], [-0.2, 0.2, -0.2], [0.2, 0.4, 0.1], [0.3, 0.1, 0.2], [0.5, -0.2, 0.4], [-0.4, 0.9, 0.8], [-0.2, -0.4, -0.7], [0.2, 0.2, 0.0], [-0.3, -0.2, -0.6], [-0.5, 0.8, 0.2], [0.1, -0.8, -0.1], [-0.2, 0.5, 0.5], [-0.2, -0.7, -0.2], [-0.3, 0.3, 0.1], [1.3, 0.5, -0.2], [-0.3, -0.3, 0.6], [0.0, -0.3, 0.3], [0.3, -0.4, -0.6], [0.2, 0.2, 0.3], [0.2, -0.6, -0.5], [0.2, -0.3, 0.3], [-0.6, 0.3, 0.0], [0.2, 0.1, 0.0], [-0.5, 0.5, -0.1], [0.1, -0.3, -0.1], [0.1, 0.6, -0.1], [0.4, -0.7, 0.0], [0.1, -0.2, -0.3], [0.0, 0.4, 0.0], [-0.2, 0.1, 0.2], [-0.2, 0.1, 0.0], [0.1, 0.1, 0.1], [-0.1, 0.0, -0.1], [0.1, 0.1, 0.0], [-0.1, -0.1, 0.0], [0.1, 0.1, 0.0], [-0.1, 0.4, -0.2], [-0.1, -0.2, -0.3], [0.1, -0.1, 0.1], [0.0, -0.3, 0.3], [-0.2, 0.1, 0.1], [0.0, -0.2, -0.2], [0.2, 0.1, 0.0], [0.1, 0.1, 0.1], [-0.2, 0.0, -0.2], [0.1, 0.1, -0.1], [-0.1, 0.0, 0.1], [-0.1, 0.0, 0.0], [0.2, -0.1, -0.1], [-0.2, 0.1, -0.3], [-0.3, 0.2, 0.1], [0.1, -0.2, 0.3]],
  "de_lowest_ev": 0.5016,
  "homo_energy_ev": -7.740,
  "total_charge": 1,
  "gap_ev": 3.53,
  "e_lumo_ev": -4.21
}

=====

Entry 2:
{
  "formula": "C49H50B11Br7N4O3PRb",
  "method": "ωB97M-V with the def2-TZVPD basis set",
  "species": ["Rb", "C", "C", "C", "N", "C", "C", "C", "C", "C", "C", "C", "N", "C", "C", "C", "N", "C", "C", "C", "C", "C", "C", "C", "N", "C", "C", "H", "H", "H", "H", "H", "H", "H", "H", "H", "H", "H", "H", "H", "H", "H", "H", "H", "H", "H", "H", "H", "H", "H", "H", "H", "H", "O", "C", "C", "C", "C", "C", "C", "C", "P", "C", "C", "C", "C", "C", "C", "C", "C", "C", "C", "C", "C", "H", "H", "H", "H", "H", "H", "H", "H", "H", "H", "H", "H", "H", "H", "Br", "B", "B", "C", "B", "B", "B", "B", "B", "Br", "B", "Br", "B", "Br", "B", "Br", "B", "Br", "H", "H", "H", "H", "H", "H", "Br", "C", "C", "C", "C", "C", "C", "C", "O", "O", "H", "H", "H", "H"],
  "coordinates": [[-0.0838, -0.6663, 0.8100], [-0.3379, -1.8870, 5.0521], [0.0443, -2.8202, 3.8993], [-1.1077, -3.0778, 2.9135], [-0.5930, -3.2020, 1.5799], [-0.2991, -4.3244, 1.0295], [-0.3336, -5.6074, 1.6744], [-0.4570, -6.8598, 1.1307], [-0.6434, -7.2321, -0.2033], [-0.5306, -6.4065, -1.3195], [-0.0881, -5.1055, -1.3994], [0.2602, -4.1861, -0.3527], [1.0083, -3.1466, -0.5004], [1.7298, -2.8963, -1.7104], [2.6231, -1.6604, -1.5515], [3.4654, -1.6907, -0.2718], [2.8663, -0.9119, 0.7861], [3.5084, -0.7951, 1.8913], [4.7626, -1.4542, 2.1824], [5.8407, -0.9746, 2.8765], [5.9952, 0.2719, 3.4916], [4.9844, 1.1932, 3.7571], [3.6250, 1.0316, 3.6281], [2.8836, -0.0245, 3.0061], [1.6784, -0.3656, 3.3149], [1.0248, 0.2147, 4.4542], [-0.3594, -0.4045, 4.6584], [0.3795, -2.0215, 5.8688], [-1.3256, -2.1675, 5.4395], [0.4074, -3.7742, 4.2945], [0.8620, -2.3565, 3.3495], [-1.7695, -2.2055, 2.9026], [-1.7014, -3.9486, 3.2362], [-0.2520, -5.5635, 2.7542], [-0.4747, -7.6785, 1.8458], [-0.8751, -8.2756, -0.3901], [-0.7506, -6.8876, -2.2706], [0.0286, -4.7057, -2.4041], [1.0450, -2.7320, -2.5651], [2.3563, -3.7659, -1.9762], [2.0036, -0.7613, -1.5270], [3.2774, -1.5901, -2.4260], [4.4726, -1.3054, -0.4859], [3.5730, -2.7351, 0.0509], [4.8633, -2.4381, 1.7352], [6.7180, -1.6169, 2.8984], [6.9958, 0.5322, 3.8204], [5.3079, 2.1289, 4.2032], [3.0051, 1.8208, 4.0395], [0.8974, 1.3020, 4.3306], [1.6311, 0.0703, 5.3654], [-0.9231, -0.2789, 3.7311], [-0.8629, 0.1619, 5.4495], [-2.2131, -2.0412, -0.0027], [-2.3404, -2.0410, -1.1290], [-2.5658, -2.1564, -2.4648], [-3.5992, -3.0439, -2.8831], [-3.8539, -3.2069, -4.2157], [-3.1220, -2.5032, -5.1750], [-2.1247, -1.6209, -4.7780], [-1.8243, -1.4233, -3.4456], [-0.5734, -0.2597, -2.7790], [0.3363, 0.2100, -4.3017], [0.4890, 1.5230, -4.7370], [1.3452, 1.8227, -5.7850], [2.0666, 0.8187, -6.4088], [1.9230, -0.4941, -5.9842], [1.0736, -0.7927, -4.9358], [-1.7309, 1.1367, -2.4906], [-2.4708, 1.7850, -3.4793], [-3.3424, 2.7991, -3.1249], [-3.5034, 3.1629, -1.7929], [-2.7930, 2.5030, -0.8069], [-1.9124, 1.4962, -1.1611], [-4.1610, -3.5776, -2.1305], [-4.6331, -3.8885, -4.5271], [-3.3363, -2.6416, -6.2254], [-1.5668, -1.0786, -5.5295], [-0.0561, 2.3207, -4.2529], [1.4575, 2.8495, -6.1060], [2.7505, 1.0572, -7.2120], [2.4872, -1.2848, -6.4603], [0.9804, -1.8159, -4.5922], [-2.3725, 1.4944, -4.5187], [-3.9104, 3.3104, -3.8923], [-4.1986, 3.9499, -1.5326], [-2.9195, 2.7395, 0.2394], [-1.3957, 0.9592, -0.3813], [0.7229, 2.2924, 1.1104], [1.2427, 3.9022, 0.0756], [0.0523, 4.9898, -0.7049], [0.9208, 5.7026, -2.0233], [1.1807, 4.0274, -1.7302], [2.5132, 5.1048, -2.2801], [2.2243, 6.7424, -1.5846], [0.6859, 6.6878, -0.6389], [0.9319, 5.5763, 0.7411], [0.0035, 5.8396, 2.4531], [2.2833, 6.6497, 0.1967], [2.9115, 8.1887, 1.2688], [3.4210, 5.6482, -0.8200], [5.3557, 6.0363, -0.9202], [2.7699, 3.9573, -0.9123], [3.9395, 2.3725, -1.0975], [2.6319, 4.9301, 0.6369], [3.6493, 4.4688, 2.2647], [-1.1096, 4.8243, -0.7748], [1.4799, 5.4254, -1.1020], [0.7447, 3.2165, -2.4613], [2.9783, 5.0183, -3.3601], [2.4568, 7.7034, -2.2249], [-0.0586, 7.6004, -0.6614], [-7.4651, -1.0576, 6.3001], [-6.3069, -0.6899, 4.8190], [-6.8543, -0.5819, 3.5542], [-6.0058, -0.3375, 2.4858], [-4.6389, -0.1883, 2.6772], [-4.1247, -0.2864, 3.9632], [-4.9507, -0.5495, 5.0446], [-3.6961, 0.0429, 1.4736], [-4.2014, -0.1046, 0.3451], [-2.5130, 0.3223, 1.7577], [-7.9200, -0.6928, 3.4068], [-6.3928, -0.2677, 1.4789], [-3.0624, -0.1562, 4.1061], [-4.5451, -0.6454, 6.0423]],
  "forces_ev_per_angstrom": [[1.4, 0.0, 0.6], [0.0, 0.1, -0.1], [-0.1, -0.1, 0.1], [0.1, -0.3, 0.3], [0.0, -0.6, -0.1], [-0.2, 0.3, 0.2], [0.0, -0.4, 0.3], [-0.1, 0.3, 0.1], [-0.1, -0.3, -0.4], [0.0, -0.3, 0.3], [-0.1, 0.3, -0.3], [0.4, -0.1, -0.3], [-0.2, 0.5, 0.1], [0.1, -0.1, -0.2], [0.0, -0.3, 0.1], [0.1, 0.0, 0.0], [-0.5, 0.0, 0.1], [0.4, 0.0, -0.2], [0.0, -0.3, -0.1], [-0.1, 0.2, 0.0], [0.4, 0.2, 0.1], [0.0, -0.4, 0.0], [-0.2, 0.1, 0.1], [0.1, 0.1, 0.4], [-0.5, -0.1, -0.6], [0.0, 0.2, 0.1], [0.3, -0.1, 0.1], [0.0, 0.0, 0.1], [0.0, -0.1, 0.1], [0.0, 0.0, 0.0], [0.0, -0.1, 0.0], [-0.1, 0.0, 0.1], [-0.1, 0.1, 0.0], [0.0, 0.0, 0.0], [0.0, 0.0, 0.0], [0.0, 0.0, 0.0], [0.0, 0.0, 0.0], [0.1, 0.0, 0.0], [0.0, -0.1, -0.1], [-0.1, 0.0, -0.1], [0.1, 0.1, 0.0], [0.0, 0.1, -0.1], [0.1, -0.1, 0.0], [0.1, 0.0, -0.1], [0.1, 0.0, 0.0], [0.0, -0.1, 0.0], [0.0, 0.0, 0.0], [0.0, 0.0, 0.1], [0.0, 0.0, 0.0], [0.0, 0.0, 0.1], [0.0, 0.1, 0.0], [-0.1, 0.1, 0.0], [-0.1, 0.0, -0.1], [-0.8, -0.2, -2.2], [0.5, 0.0, 3.5], [-0.6, -0.3, -3.2], [0.5, 0.4, 0.9], [-0.1, -0.1, -0.5], [0.1, 0.0, 0.6], [-0.2, -0.3, -0.4], [-0.2, -0.2, 1.0], [-0.2, 0.7, -0.2], [0.2, -0.2, 0.2], [-0.2, 0.0, 0.1], [0.1, 0.0, -0.1], [0.0, 0.0, 0.0], [0.0, -0.1, -0.1], [-0.1, -0.1, 0.1], [0.1, -0.2, 0.2], [-0.1, 0.0, 0.0], [0.0, 0.0, -0.2], [0.1, -0.1, 0.1], [-0.2, 0.1, 0.0], [0.1, -0.2, -0.1], [0.0, -0.1, 0.0], [0.0, 0.0, 0.0], [0.0, 0.0, 0.0], [0.0, 0.0, 0.0], [0.0, 0.0, 0.0], [0.0, 0.0, 0.0], [0.0, 0.0, 0.0], [0.0, 0.0, 0.0], [0.1, -0.1, 0.0], [0.0, 0.0, 0.0], [0.0, 0.0, 0.0], [0.0, 0.0, 0.0], [0.0, 0.0, 0.1], [-0.2, 0.4, -0.1], [0.4, 1.2, -0.3], [0.0, -0.3, 0.3], [-0.9, -0.1, 0.3], [0.5, -0.3, 0.7], [-0.2, -0.9, -0.2], [0.6, -0.1, -0.4], [0.3, 0.7, -0.3], [-0.4, 0.7, 0.3], [0.0, -0.1, 0.3], [0.2, 0.0, -0.3], [0.1, 0.2, 0.1], [-0.2, -0.4, -0.2], [0.2, 0.1, 0.0], [-0.4, -0.1, 0.0], [0.3, -0.3, 0.1], [-0.4, 0.5, 0.1], [0.1, -0.1, 0.2], [-0.3, 0.2, -0.7], [-0.1, 0.0, 0.0], [0.2, 0.0, 0.1], [0.0, -0.2, 0.0], [0.0, -0.1, -0.1], [0.1, 0.1, 0.0], [0.0, 0.1, 0.1], [0.1, 0.0, -0.1], [-0.1, -0.1, 0.2], [0.0, 0.0, 0.0], [0.0, 0.0, -0.1], [0.2, 0.1, -0.2], [0.0, 0.0, -0.1], [0.0, 0.0, 0.1], [-0.3, -0.1, 0.6], [-0.1, -0.1, -0.4], [0.1, 0.0, -0.1], [0.0, 0.0, 0.0], [0.0, 0.0, -0.1], [0.1, 0.0, 0.0], [0.0, 0.0, 0.0]],
  "de_lowest_ev": 0.0000,
  "homo_energy_ev": -1.167,
  "total_charge": -2,
  "gap_ev": 2.37,
  "e_lumo_ev": 1.21
}